[1]
Formula: C3H8N
Source: the OMol25 dataset
Level of theory: ωB97M-V/def2-TZVPD

Values from the calculation:
* SMILES: C[C@H]1C[NH2+]1
* total charge: +1
* 2S+1: 1
* E: -173.53294 Eh
* ΔE to the lowest compared entry with this formula, charge and spin: 31.3 kcal/mol
* Kohn-Sham gap: 13.43 eV

```
12
Properties=species:S:1:pos:R:3:forces:R:3:nbo_charge:R:1
C 1.516200 -0.041091 0.118856 -2.90 -0.55 -0.39 -0.616
C 0.031753 -0.370239 -0.335761 2.43 -1.36 1.29 -0.032
C -1.219559 -0.251977 0.511653 0.78 -1.99 4.31 -0.238
N -0.968801 0.588148 -0.559492 -2.09 5.84 -3.01 -0.525
H 2.021364 -0.998022 -0.087867 0.36 0.83 -0.19 0.257
H 1.435931 0.022300 1.220415 0.71 0.84 -0.64 0.241
H 1.777806 0.839740 -0.528606 0.60 -0.90 1.20 0.247
H 0.034376 -1.082896 -1.127844 -0.37 -0.55 -0.38 0.237
H -2.038824 -1.016757 0.538825 0.86 1.09 -0.35 0.275
H -0.956501 0.283006 1.525697 -0.96 -1.23 -2.06 0.253
H -1.477824 0.562808 -1.435829 -0.37 -0.86 -0.15 0.448
H -0.967118 1.627836 -0.392730 0.94 -1.16 0.37 0.452
```
Forces are in eV/Å.



[2]
Formula: C4H8O
Source: the OMol25 dataset
Level of theory: ωB97M-V/def2-TZVPD

Values from the calculation:
* total charge: 0
* 2S+1: 1
* E: -232.35770 Eh
* ΔE to the lowest compared entry with this formula, charge and spin: 55.2 kcal/mol
* Kohn-Sham gap: 10.02 eV

```
13
Properties=species:S:1:pos:R:3:forces:R:3:nbo_charge:R:1
C 2.111091 -1.036997 0.154275 0.03 -0.08 -0.08 -0.850
C -0.339914 0.895771 -0.525786 0.12 -0.17 -0.09 0.146
C -1.281128 -0.049697 -0.565330 0.10 0.00 0.06 -0.373
C -2.027614 0.790919 0.441755 -0.36 -0.05 0.09 -0.080
O -0.913382 1.740495 0.400119 0.00 0.15 -0.05 -0.501
H 2.300820 -0.157625 -0.467806 0.24 -0.25 0.15 0.202
H 2.384752 -0.830426 1.192840 -0.10 -0.01 -0.20 0.216
H 2.668044 -1.901246 -0.209739 0.11 0.17 0.00 0.212
H 0.640738 1.103783 -0.945173 -0.35 0.05 0.05 0.197
H -1.412547 -1.016179 -1.029755 -0.03 0.25 0.02 0.225
H 1.050894 -1.258440 0.074048 0.02 -0.05 0.20 0.219
H -2.168716 0.400517 1.456225 0.11 0.04 -0.23 0.193
H -2.939618 1.277218 0.084593 0.10 -0.06 0.08 0.193
```
Forces are in eV/Å.



[3]
Formula: C24H49B2BrF5N2O19P2S2
Source: the OMol25 dataset
Level of theory: ωB97M-V/def2-TZVPD

Values from the calculation:
* total charge: +1
* 2S+1: 1
* E: -7084.87347 Eh
* Kohn-Sham gap: 7.12 eV

```
106
Properties=species:S:1:pos:R:3:forces:R:3:mulliken_charge:R:1
C -1.806571 3.281817 0.739765 3.11 0.52 0.13 -1.080
S -3.133520 2.157585 0.144829 -6.57 5.49 1.52 1.667
O -4.163511 2.323101 1.263134 3.50 -2.45 -1.63 -0.793
O -3.819522 2.817554 -1.018693 2.62 -2.29 0.57 -0.651
C -2.633879 0.348768 -0.159493 1.81 -0.23 0.27 0.081
B -2.223619 -0.099754 1.385093 1.68 -1.24 4.20 0.827
O -2.067689 0.824223 2.501450 -1.32 -0.69 -2.56 -0.531
O -1.842856 -1.399543 1.837892 -1.99 1.34 -1.80 -0.682
C -1.338139 0.229182 -1.170001 0.99 0.03 0.80 -0.117
C -0.043621 -0.399021 -0.412592 1.23 -0.19 -1.27 -1.729
C 1.203077 -0.706974 -1.414211 0.86 -0.99 1.14 -0.144
C 2.152733 -1.739377 -0.578549 -0.85 1.22 0.59 -1.204
C 3.668808 -1.546214 -0.990383 -1.28 -2.50 -0.03 0.797
F 4.332661 -2.767931 -0.673990 -0.68 2.31 -0.48 -0.292
F 3.727992 -1.421039 -2.391391 0.39 0.34 2.54 -0.282
C 4.444045 -0.402805 -0.207696 2.10 1.40 -0.07 0.509
F 5.708929 -0.278534 -0.835257 -3.08 -0.13 2.09 -0.205
F 4.626584 -0.678249 1.155490 -0.55 0.31 -3.18 -0.192
F 3.860031 0.861099 -0.279284 0.61 -2.49 0.03 -0.241
P -0.614917 1.846798 -1.879860 1.77 1.65 -1.00 -0.332
S 0.425239 1.733581 -3.511543 -0.09 -0.42 0.03 -0.241
O -1.530143 -0.560185 -2.341540 -1.13 0.28 0.71 0.400
C -2.714906 -0.443757 -3.086103 -0.82 -1.23 0.30 -0.755
Br -2.834357 0.971078 -4.511490 0.11 -0.35 0.50 -0.003
B -2.776950 -1.808610 -4.025235 0.54 -1.69 -1.38 1.198
O -1.605797 -2.658309 -4.075789 -1.86 2.05 -0.08 -0.603
O -3.921311 -2.192666 -4.780424 1.78 1.74 1.21 -0.492
C -4.016637 -0.217221 -2.199269 -0.32 1.21 -2.69 -0.734
N -3.818997 -0.466236 -0.699918 -0.46 0.95 -2.10 0.052
C -5.157025 -0.070020 -0.118604 -3.18 1.43 2.22 -0.286
C -6.459801 -0.907185 -0.412579 -2.15 -0.01 0.20 -0.854
N -7.175700 -0.545245 -1.700845 0.54 -0.74 0.55 -0.456
P -3.689463 -2.232159 -0.523772 -0.09 -8.72 5.18 0.990
O -4.223309 -2.739425 0.834743 1.42 3.17 -3.43 -0.795
O -4.527083 -3.199782 -1.613648 1.60 2.78 0.09 -0.470
O -2.133392 -2.884984 -0.650965 -2.87 2.04 -1.26 -0.450
H -1.380172 3.962339 -0.080698 -1.07 -1.29 0.79 0.435
H -2.133447 3.991055 1.576518 -0.45 -1.61 -1.16 0.371
H -0.902935 2.702597 1.141409 -1.43 0.65 -0.44 0.316
H -2.823884 0.716254 3.113121 0.56 0.40 -0.15 0.301
H -2.474306 -1.665624 2.548925 0.92 -0.03 -0.45 0.339
H -0.204072 -1.431918 0.012448 -0.63 1.48 -0.05 0.571
H 0.411389 0.348180 0.333727 -1.16 -1.15 -0.69 0.463
H 1.858255 0.199606 -1.589214 -1.24 -1.04 -0.25 0.494
H 0.901311 -1.267818 -2.345711 0.22 1.22 0.88 0.047
H 1.789085 -2.819279 -0.672228 0.92 1.47 -0.15 0.380
H 1.981642 -1.454576 0.522943 0.80 -0.54 -1.41 0.444
H 0.286333 2.345927 -0.858271 -1.06 -0.46 -0.16 0.178
H -1.540154 2.901180 -2.118430 -0.23 -0.64 0.78 0.288
H -1.130976 -2.515809 -4.921625 -0.34 -0.49 0.55 0.300
H -4.399229 -1.382662 -5.056159 -0.03 -0.61 0.15 0.303
H -4.444747 0.829343 -2.400507 0.87 -1.38 0.98 0.676
H -4.808844 -0.893496 -2.659152 0.90 0.73 1.17 0.356
H -5.129191 0.029388 1.025574 0.64 -0.43 -1.78 0.321
H -5.490511 0.973767 -0.476998 1.26 -1.48 0.27 0.311
H -6.448540 -2.027141 -0.270554 0.53 1.25 0.05 0.340
H -7.219399 -0.552289 0.380373 1.70 -0.49 -0.72 0.511
H -8.141076 -0.249150 -1.489128 0.82 -0.20 -0.21 0.294
H -7.258815 -1.391553 -2.275181 -0.17 0.57 0.15 0.225
H -5.357840 -2.842239 -1.970181 0.23 -0.18 0.11 0.356
H -1.942129 -3.192481 -1.567574 0.04 0.25 0.37 0.365
C 6.743012 -2.238579 3.164089 0.21 0.00 0.25 -1.134
C 5.488302 -3.087940 3.099108 0.09 0.54 -0.27 0.103
O 5.711461 -4.373510 3.688766 -0.24 -0.20 0.29 -0.372
C 5.678620 -4.407266 5.029461 0.22 -0.03 -0.09 0.717
O 5.472133 -3.468524 5.757936 -0.05 -0.26 -0.20 -0.550
O 5.938444 -5.662890 5.420407 -0.17 0.32 -0.20 -0.352
C 6.015770 -5.822942 6.836430 0.04 -0.19 0.47 -0.633
H 7.591226 -2.772598 2.728463 -0.13 0.04 -0.11 0.307
H 6.602537 -1.298062 2.628334 0.01 -0.08 0.01 0.306
H 7.010105 -2.007874 4.197714 -0.14 0.02 -0.07 0.350
H 5.221593 -3.263917 2.054909 0.05 -0.31 0.14 0.130
H 4.637015 -2.586742 3.569049 0.15 -0.14 0.16 0.295
H 5.125627 -5.428611 7.329787 0.15 0.10 -0.09 0.294
H 6.914630 -5.334969 7.218224 -0.17 0.08 0.01 0.292
H 6.083228 -6.890033 7.048286 0.01 0.08 -0.30 0.229
C -6.744713 3.587842 1.042114 -0.11 0.03 0.16 -0.353
C -7.140451 4.979738 0.590119 0.42 -0.27 -0.05 -0.448
O -8.542716 5.201731 0.777865 -0.19 0.29 0.16 -0.367
C -8.917960 5.491468 2.033217 -0.11 -0.14 -0.05 0.767
O -8.187038 5.585817 2.987808 -0.16 0.01 -0.27 -0.554
O -10.250396 5.634653 2.046542 0.43 0.01 -0.12 -0.340
C -10.794140 5.866021 3.346017 -0.31 0.12 0.40 -0.625
H -7.370211 2.832940 0.554537 0.00 0.08 -0.14 0.263
H -5.698881 3.386930 0.808146 -0.49 0.24 -0.01 -0.076
H -6.884206 3.467584 2.119239 0.07 0.10 -0.05 0.361
H -6.947941 5.083674 -0.479583 -0.31 0.07 0.05 0.308
H -6.554356 5.749922 1.099090 -0.20 -0.10 0.11 0.344
H -10.299009 6.703665 3.840161 0.07 -0.19 -0.05 0.294
H -10.712967 4.960648 3.950788 0.12 0.14 0.02 0.289
H -11.849554 6.110888 3.227189 0.15 -0.08 -0.26 0.230
C 7.949579 -0.927220 -2.206580 0.38 -0.28 -0.41 -0.823
C 8.351796 0.485043 -1.827080 -0.54 -0.20 -0.06 -0.112
O 9.774101 0.597820 -1.704910 0.26 0.26 -0.18 -0.365
C 10.446171 0.705938 -2.860726 0.00 -0.19 0.11 0.754
O 9.960971 0.724661 -3.964624 0.13 0.07 0.29 -0.546
O 11.755066 0.766270 -2.576706 -0.39 0.07 0.01 -0.339
C 12.595324 0.800846 -3.729490 0.38 0.04 -0.31 -0.630
H 8.380870 -1.650325 -1.509187 -0.10 0.10 0.08 0.289
H 6.869575 -1.036262 -2.204805 0.29 -0.10 -0.23 0.081
H 8.317296 -1.188474 -3.201554 -0.01 0.14 0.05 0.383
H 7.933684 0.732855 -0.850013 0.37 0.05 0.02 0.253
H 7.964079 1.219465 -2.538802 0.22 -0.10 -0.05 0.282
H 12.299107 1.598569 -4.412935 -0.10 -0.17 0.04 0.295
H 12.573984 -0.166329 -4.235550 -0.10 0.14 -0.06 0.289
H 13.614101 0.994916 -3.393951 -0.20 -0.04 0.22 0.227
```
Forces are in eV/Å.